Record 1
{"formula": "C40H61N2O2P3S2W", "method": "wB97M-V/def2-TZVPD", "symbols": ["C", "C", "H", "H", "C", "C", "C", "C", "H", "C", "H", "P", "H", "H", "H", "C", "H", "H", "H", "H", "H", "W", "P", "C", "C", "C", "H", "O", "H", "H", "C", "C", "H", "C", "H", "O", "H", "H", "C", "H", "H", "C", "C", "C", "C", "H", "H", "C", "H", "H", "C", "H", "H", "N", "C", "C", "C", "H", "C", "H", "C", "H", "H", "C", "H", "H", "H", "H", "S", "H", "P", "H", "C", "C", "C", "C", "H", "H", "H", "H", "C", "H", "H", "H", "H", "C", "H", "N", "C", "H", "C", "H", "H", "S", "C", "H", "H", "H", "H", "H", "C", "H", "H", "H", "H", "H", "H", "H", "C", "C", "C"], "coordinates": [[2.73311, 0.63705, -3.77996], [-0.71100, 3.67074, 1.10331], [-4.19431, 0.94603, 0.98114], [-0.16037, -4.30765, -2.02271], [0.98667, 3.34324, -2.03742], [2.97481, -0.27550, 0.88294], [1.64457, 2.30950, 3.40993], [-1.92437, -2.85766, 0.51627], [-1.67057, 1.21097, -3.94223], [-5.04560, -5.66633, 0.07324], [3.10781, -0.72161, 4.24415], [-0.96875, 2.40819, -0.21966], [-6.35551, -4.09983, -0.56284], [1.65369, -3.79724, -0.71666], [0.02448, 1.54524, -4.34976], [0.68241, 1.18864, 3.81091], [2.30278, 0.36049, -4.73078], [-3.52313, -7.05054, 0.73936], [-0.93018, 4.71482, -3.24654], [4.27990, 1.72426, -0.41817], [2.63483, -2.32718, -0.88901], [0.13828, 0.03128, 0.04417], [0.56905, -0.67320, -2.43915], [-5.35470, -4.34577, -0.23544], [0.14680, -1.68707, 4.89230], [-2.84007, -5.01512, 0.60116], [0.81840, 4.97489, 1.85106], [-1.04659, -5.43180, 2.48976], [-2.05160, 5.22338, 0.34208], [1.58789, 2.67007, -1.44086], [-0.41868, -0.58105, -3.99958], [4.25526, -0.72928, 0.56962], [-2.80947, 4.18493, 1.55146], [5.12328, -1.12379, 1.57483], [-4.75393, 2.46380, -0.82332], [-0.34097, -5.75647, 0.13054], [1.57176, -2.90484, 1.97591], [0.45734, 5.23324, 0.15391], [-3.13300, -3.69431, 0.30102], [-1.33283, -1.10389, -3.69918], [0.46149, -2.40228, -4.89717], [-0.52271, 3.15849, -1.84335], [-3.28010, 1.52753, 1.10445], [-0.79272, 0.83075, -4.46347], [-4.40005, -3.34065, -0.12756], [1.05732, -2.29260, -0.08520], [-0.83259, 5.29794, -1.59964], [4.41769, 1.82960, -2.55612], [-2.58319, 0.90173, 1.66015], [1.11156, -0.90238, -5.54447], [0.58629, 4.46601, 0.91526], [-0.50924, -1.41164, -5.97001], [5.42117, -1.35679, 3.69020], [-0.86780, -3.43679, 0.92769], [-1.20565, 4.48161, -2.21615], [-3.76978, -6.02518, 0.50041], [2.14632, 0.21350, -2.59002], [-4.64506, -2.31421, -0.36713], [3.43639, -0.70180, 3.21143], [1.28138, 4.35786, -1.78044], [-0.74633, 1.65749, 4.10233], [6.11529, -1.46533, 1.31176], [5.28979, 2.46932, -2.53826], [1.62343, -2.72771, -0.93016], [-0.63017, -1.00438, 5.22613], [1.07385, 0.72172, 4.71860], [-1.28117, 0.96198, 4.74465], [-1.61305, 5.37381, 2.03380], [-1.97771, -1.17163, 0.04633], [-1.04242, 0.80157, -5.52371], [0.77322, -0.16106, 2.55755], [-0.11672, -2.68144, 5.25453], [-2.76260, 1.93163, -0.28146], [-1.87761, 4.65708, 1.25458], [0.28603, -1.76588, 3.37062], [-3.75458, 2.87789, -0.96687], [-5.80791, -6.42755, -0.02104], [1.24820, 3.18772, -3.08478], [2.15279, -2.83491, 3.64168], [4.30538, 1.76291, -4.69962], [3.85460, 1.40797, -1.36193], [-0.71853, 2.61718, 4.62009], [-0.54773, -3.47755, -3.52602], [-0.63703, 3.09436, 2.02615], [1.59372, 2.53073, 2.34627], [4.73334, -1.07486, 2.90526], [1.66499, -2.71160, -3.06724], [2.08176, 0.22642, -0.14284], [2.72674, 0.59796, -1.37765], [-0.69116, -1.99273, 2.93953], [2.54120, -0.33240, 2.21215], [-2.73546, 1.02972, -0.90123], [-2.28749, 4.47231, -2.15817], [-1.15060, -5.09588, 1.10660], [-0.31482, -3.32644, -2.47373], [-3.75408, 3.88102, -0.54670], [-1.34459, 1.78632, 3.20189], [-0.87160, 2.38675, -2.53033], [-3.52596, 2.39770, 1.71095], [1.44866, 3.86076, 0.64014], [0.94711, -2.47342, -2.27795], [2.67535, 2.04108, 3.63273], [4.59165, -0.76225, -0.45691], [-1.19209, -2.88210, -2.00907], [1.40684, 3.22154, 3.95868], [-3.58784, 2.94224, -2.04017], [1.08715, -1.41326, 5.37382], [0.77259, -3.84936, 3.22578], [0.21318, -1.37639, -5.15408], [1.25989, -2.89859, 3.01997], [3.86433, 1.43820, -3.76731]], "e_lumo_ev": [-7.121, -6.929], "gap_ev": [6.26, 6.58], "spin_multiplicity": 3, "charge": 2, "homo_ev": [-13.38, -13.51], "e_above_lowest_kcal_mol": 0.00}

=====

Record 2
{"formula": "C40H62F6O19Pb", "method": "wB97M-V/def2-TZVPD", "symbols": ["C", "H", "C", "C", "O", "H", "H", "H", "O", "H", "H", "O", "H", "H", "C", "H", "C", "C", "C", "H", "C", "C", "H", "C", "C", "C", "H", "H", "O", "C", "H", "H", "C", "O", "H", "O", "H", "O", "Pb", "C", "H", "H", "O", "C", "O", "H", "C", "C", "H", "H", "C", "H", "O", "O", "F", "H", "C", "H", "F", "H", "H", "H", "H", "C", "H", "H", "O", "C", "H", "H", "C", "H", "C", "H", "C", "O", "F", "H", "H", "H", "O", "C", "H", "O", "H", "C", "C", "H", "F", "H", "C", "C", "H", "H", "H", "C", "H", "C", "H", "O", "C", "H", "F", "H", "H", "C", "C", "C", "H", "H", "H", "H", "H", "H", "F", "C", "C", "H", "C", "H", "H", "H", "O", "H", "O", "C", "H", "O"], "coordinates": [[5.27993, -3.35505, -0.91789], [-2.66073, 0.65024, -1.08156], [-7.15879, 0.91536, 0.45440], [1.07338, -1.81459, -0.70545], [-6.16062, 0.02213, 0.60807], [1.29766, -0.14124, 0.64814], [3.42329, 4.81197, 0.56658], [-0.16239, 0.43646, -1.84134], [-0.49780, -0.15944, 0.29763], [-1.55717, -5.77599, -0.53851], [1.00011, 2.11347, 2.65422], [4.70935, -6.67648, -0.40216], [0.55137, -0.60278, -3.41713], [-4.43221, 2.51700, 1.25756], [1.68820, 0.51872, 4.09037], [-2.07379, 1.90329, 0.10245], [5.19826, -5.60531, -0.71332], [-3.54153, 5.67926, -0.80747], [-3.06897, 7.09409, 0.81407], [0.29778, -5.86647, 2.33001], [0.16476, 2.77088, -4.04774], [1.27385, -5.58664, 4.19681], [-2.01271, -3.53823, -0.77133], [-2.83625, -4.09367, -0.32259], [-2.50136, 4.94852, 0.03663], [-0.33110, -3.57289, -3.88942], [-1.55637, -2.03013, -3.02640], [0.02467, -4.20144, 2.92453], [-2.89833, -5.17342, 1.79250], [0.32330, 4.56623, -5.51898], [-1.05986, 6.15338, 1.05153], [3.61776, 0.69684, 1.57124], [-2.63396, -5.61661, -0.48180], [2.65546, -5.68222, 4.09862], [0.32147, 4.75740, -6.59208], [0.94406, -3.45273, -3.67558], [2.54636, 0.37515, 3.43382], [-0.41171, 1.70407, 4.23046], [-2.03256, -0.60328, 2.62475], [-1.33881, 2.68114, 3.84092], [-4.01226, -6.78632, 0.83924], [-0.92964, 3.13583, 2.93873], [6.30343, -5.26467, -0.09131], [3.14621, -5.12841, 2.89351], [0.70910, -5.84411, 5.24187], [2.13190, 3.25012, -3.32121], [-1.44166, 3.89496, 4.86398], [4.13277, 4.00308, 0.74110], [7.15847, -3.46392, 0.48938], [0.15494, -0.80901, -5.11533], [-2.13612, 5.98363, 1.08214], [-1.62810, 4.56159, -0.48854], [-4.09083, 5.33054, -1.85961], [-3.88182, 6.80231, -0.28921], [-0.32268, 4.17174, 5.55048], [-3.83322, -3.76770, -0.61908], [-1.91489, 1.41303, -0.85801], [-1.48488, 3.38948, -5.41163], [1.76954, -1.10067, -1.56524], [-3.72323, 7.19464, 1.68006], [5.23035, -4.66023, -2.50580], [-4.94648, 2.36091, -0.48289], [2.19916, -1.92074, -3.70043], [3.77250, 2.55695, 0.36999], [5.17646, 4.22986, 0.52342], [-2.06780, 2.08061, -1.70598], [-4.05279, -0.03127, 1.14588], [1.64294, 3.04859, -4.27432], [-1.60970, -2.18673, -4.77400], [-0.05398, 5.47126, -5.04288], [-0.48496, 0.76050, -0.85187], [4.36140, 2.24934, -0.49412], [0.93224, 1.80515, 3.69750], [2.70772, 2.47757, 0.15075], [4.09473, 3.84864, 2.21024], [-0.93235, -4.67987, -3.80519], [0.11662, -2.51195, -1.30997], [0.07392, 1.67916, -0.67344], [3.63918, -5.88428, 2.28218], [-2.33288, -7.03632, 1.05294], [1.62802, 4.27627, -4.98237], [-0.40418, 3.25511, -5.36560], [-0.16658, 3.35709, -3.19060], [3.80692, 4.72913, 3.03636], [5.20271, 1.28859, 1.51740], [0.59579, -0.96914, 0.54799], [-2.75808, -3.97751, 1.20935], [2.00759, -3.43945, 2.26361], [1.81521, -2.87864, -0.38443], [-8.04415, 0.60148, 1.00732], [0.72460, -5.03643, 2.89301], [0.26894, -1.33898, -4.16970], [1.62731, -2.58318, -5.31953], [1.19098, -0.45104, 4.06992], [4.62672, -3.02543, -0.10995], [-5.10872, 2.04238, 0.54682], [5.37334, -2.49017, -1.57466], [4.66509, -4.50183, -1.58738], [2.05540, -4.83152, 1.15783], [-2.71666, -2.97446, 1.89376], [-6.55043, 2.18670, 0.89439], [3.59617, -4.36146, -1.74804], [-2.37552, 3.83610, 5.72001], [-2.34123, 5.65186, 2.09997], [1.41795, 2.64037, 4.20206], [-0.94270, -2.19533, -3.91196], [-4.95608, 0.58330, 0.68820], [4.16947, 1.63569, 1.52344], [-6.87908, 2.13675, 1.93245], [2.09205, 0.72961, 5.08059], [2.18800, 2.38593, -4.94655], [7.32824, -3.69702, -1.15574], [-7.05825, 3.05952, 0.48401], [-2.52937, 8.00637, 0.55975], [-1.64299, 4.96802, 4.10713], [-3.06492, -6.24843, 0.87562], [6.61401, -3.88733, -0.35464], [-3.12533, -6.10292, -1.32452], [1.95554, -4.52632, 2.19946], [-0.02846, 1.69871, -4.01296], [-7.51811, 0.83833, -0.57178], [-2.80856, 4.04540, 0.56399], [-2.39309, 1.96069, 3.24406], [-0.06335, 2.63115, -6.19181], [4.10245, 2.52231, 2.58928], [1.36090, -2.23904, -4.32019], [3.66277, -4.20235, 3.14589], [0.36235, -1.49920, 1.78084]], "e_lumo_ev": -0.456, "gap_ev": 8.09, "spin_multiplicity": 1, "charge": 0, "homo_ev": -8.54, "e_above_lowest_kcal_mol": 0.00}